1.
Here is one molecule with the formula C2H2BrN2P at a distorted geometry from the Open Molecules 2025 dataset. Energies are from the ωB97M-V functional and the def2-TZVPD basis.

Geometry as XYZ:
```
8
Properties=species:S:1:pos:R:3:forces:R:3:lowdin_charge:R:1
Br 1.856744 -0.473852 -2.085322 -0.07 0.19 0.34 0.201
P 1.210709 0.787242 -0.343193 -0.70 -0.37 -0.75 0.527
C -0.622161 0.507738 -0.447622 1.42 -0.73 1.17 -0.336
C -0.934548 -0.161025 0.691673 -1.58 -0.39 -0.97 -0.204
N 0.237901 -0.467280 1.547507 -2.75 -1.23 0.66 -0.106
N 1.325935 -0.313165 1.035298 1.65 1.11 -0.63 -0.270
H -1.103854 0.794285 -1.376763 -0.55 -0.09 0.58 0.053
H -1.970725 -0.673943 0.978422 2.57 1.50 -0.40 0.136
```
Forces are in eV/Å.

Properties
Net charge ... 0
2S+1 ... 1
SMILES string ... BrP1=CC=NN=1

---

2.
Here is one molecule with the formula C3H5NOS2 at a distorted geometry from the Open Molecules 2025 dataset. Energies are from the ωB97M-V functional and the def2-TZVPD basis.

Geometry as XYZ:
```
12
Properties=species:S:1:pos:R:3:forces:R:3:lowdin_charge:R:1
C 0.778768 -1.576566 1.555358 6.04 -3.13 3.04 -0.439
S 1.379236 -0.072397 1.015456 1.15 1.09 -0.40 0.910
N 0.100096 0.041486 -0.050130 1.68 -1.01 -3.21 -0.503
C 0.227141 -0.475142 -1.482739 5.27 1.30 0.48 -0.147
O 1.406208 -0.773312 -1.914276 -6.74 1.01 2.07 -0.014
C -0.942926 0.686679 0.410842 -2.95 1.97 -2.46 -0.761
S -2.192612 1.238681 -0.525781 -0.08 -0.40 0.29 0.633
H 1.380709 -2.477224 0.929216 -2.72 2.02 1.91 0.131
H -0.192781 -1.449369 1.858946 -2.82 -0.75 -0.48 -0.007
H 1.189135 -1.537684 2.692181 -0.16 -0.92 -2.30 0.083
H -0.761486 -0.196335 -1.932721 0.87 -1.00 -0.44 0.078
H -0.929801 1.086330 1.381916 0.46 -0.18 1.50 0.035
```
Forces are in eV/Å.

Properties
Net charge ... 0
2S+1 ... 1
SMILES string ... CSN(C=O)C=S

---

3.
Here is a 9-piece molecular cluster, C19H56NO19S overall at a distorted geometry from the Open Molecules 2025 dataset. Energies are from the ωB97M-V functional and the def2-TZVPD basis.

Geometry as XYZ:
```
96
Properties=species:S:1:pos:R:3:forces:R:3:lowdin_charge:R:1
C -1.932646 0.009698 -5.838156 1.06 1.49 3.08 0.040
N -0.864646 -0.613302 -5.038156 0.98 -3.51 -0.72 -0.362
C -0.273646 -1.762302 -5.843156 3.22 -1.50 1.59 -0.001
C 0.193354 0.362698 -4.674156 -1.54 1.53 -2.85 0.024
C -1.414646 -1.232302 -3.814156 -2.92 -0.47 3.67 -0.112
C -0.411646 -1.747302 -2.733156 1.41 -2.90 -3.57 -0.219
O -1.032646 -2.675302 -1.823156 1.71 -0.45 -4.09 0.015
H -2.326646 -0.784302 -6.321156 -2.32 -2.00 -1.49 0.073
H -1.503646 0.689698 -6.494156 0.81 1.17 -1.38 0.091
H -2.492646 0.555698 -5.084156 -0.85 -0.11 -0.47 0.131
H 0.569354 -2.229302 -5.179156 -1.68 0.88 -0.96 0.125
H 0.316354 -1.215302 -6.524156 0.43 0.06 -1.72 0.075
H -0.762646 -2.706302 -6.260156 -0.59 2.09 0.72 0.142
H 0.608354 0.993698 -5.491156 -0.42 -1.16 -0.18 0.139
H 0.944354 0.083698 -4.063156 2.29 -1.78 1.93 0.067
H -0.356646 1.051698 -4.151156 -1.15 1.96 1.79 0.089
H -2.340646 -2.020302 -3.859156 2.52 1.73 -0.91 0.211
H -1.868646 -0.405302 -3.240156 -0.32 -0.01 -0.53 0.139
H 0.067354 -0.962302 -2.264156 0.31 1.97 1.67 0.073
H 0.527354 -2.119302 -3.290156 -1.36 -0.63 0.92 0.128
H -1.185646 -1.982302 -1.259156 -1.59 1.88 4.30 -0.013
S -0.564646 0.102698 0.926844 -0.92 2.44 0.20 0.395
O -0.362646 -0.327302 2.290844 1.28 0.06 0.26 -0.287
O -1.505646 -0.791302 0.335844 -0.76 -2.52 -2.69 -0.315
O -1.232646 1.416698 0.865844 0.45 0.17 0.58 -0.336
O 0.678354 0.277698 0.156844 0.10 -0.36 0.01 -0.321
C -1.974646 -3.051302 3.240844 -1.23 0.83 -0.73 -0.280
C -2.018646 -3.611302 1.805844 3.98 1.23 -1.92 -0.233
O -2.893646 -2.909302 0.985844 -2.05 -0.50 -0.29 -0.103
O -1.013646 -3.522302 4.067844 -1.27 -4.88 1.07 -0.031
H -2.930646 -3.335302 3.639844 -0.82 0.22 0.58 0.110
H -1.821646 -1.965302 3.328844 -1.01 -0.02 -1.22 0.110
H -2.283646 -4.691302 1.636844 0.49 0.87 0.87 0.124
H -0.881646 -3.404302 1.360844 -2.45 -1.03 1.06 0.147
H -2.577646 -2.110302 0.548844 0.72 -0.18 0.80 0.016
H -0.327646 -2.940302 4.148844 2.94 2.52 0.10 -0.019
C 0.641354 -0.739302 5.222844 -1.28 -1.19 0.80 -0.203
C -0.823646 -0.464302 5.582844 0.76 -0.27 -0.93 -0.225
O -1.415646 0.268698 4.546844 -1.61 0.74 1.36 -0.059
O 0.818354 -1.577302 4.102844 1.14 -1.27 1.84 -0.068
H 1.336354 -0.911302 6.031844 -0.17 -1.53 0.54 0.121
H 0.944354 0.204698 5.075844 1.38 3.79 -1.77 0.076
H -0.885646 0.220698 6.413844 0.18 -0.25 0.87 0.113
H -1.359646 -1.387302 5.740844 -0.36 -0.40 0.37 0.105
H -1.013646 0.196698 3.697844 0.66 -0.41 -1.04 -0.003
H 0.599354 -1.131302 3.294844 -0.49 0.89 -0.94 0.013
C -5.127646 0.153698 0.207844 -1.63 -1.27 -1.05 -0.279
C -4.298646 0.681698 1.277844 3.49 -1.39 1.26 -0.359
O -3.726646 1.917698 1.074844 2.49 1.45 0.21 -0.115
O -4.211646 -0.045302 -0.834156 2.45 -1.05 -0.02 -0.124
H -5.843646 0.938698 -0.058156 -0.09 -0.05 -0.37 0.108
H -5.781646 -0.837302 0.391844 1.60 1.99 0.19 0.152
H -3.383646 0.028698 1.391844 -1.05 -0.43 -0.15 0.113
H -4.689646 0.536698 2.214844 -1.72 0.29 2.64 0.089
H -2.609646 1.822698 1.229844 -4.05 0.07 -0.83 0.117
H -3.317646 -0.206302 -0.310156 -2.32 0.47 -1.99 0.093
C 4.716354 0.733698 1.597844 -3.54 -4.88 -0.36 -0.211
C 3.263354 0.931698 2.142844 -0.11 -1.84 -1.26 -0.214
O 2.461354 1.828698 1.363844 1.78 -0.01 1.53 -0.051
O 5.429354 0.119698 2.659844 -0.75 5.95 1.44 -0.018
H 5.100354 1.642698 1.503844 1.78 3.85 -1.27 0.064
H 4.649354 0.055698 0.643844 0.60 1.46 1.48 0.155
H 3.510354 1.266698 3.111844 -0.56 1.07 1.32 0.095
H 2.770354 -0.116302 2.313844 0.60 2.03 -0.50 0.118
H 1.954354 1.264698 0.796844 -0.95 -0.52 -0.54 -0.002
H 5.589354 -0.705302 2.451844 1.24 -6.56 -1.47 -0.014
C 3.043354 -2.844302 1.435844 -2.19 2.97 2.65 -0.128
C 1.867354 -2.728302 0.404844 2.24 -1.49 -0.65 -0.247
O 2.014354 -1.678302 -0.453156 3.70 -1.10 -3.30 -0.072
O 2.547354 -3.615302 2.597844 7.55 -7.63 -7.84 -0.006
H 3.214354 -1.749302 1.893844 -0.19 -2.24 -1.26 0.114
H 4.024354 -3.114302 1.026844 -0.53 -0.73 0.14 0.111
H 0.889354 -2.487302 0.709844 -1.26 -1.31 2.11 0.079
H 1.928354 -3.633302 -0.218156 -0.60 -0.19 0.42 0.126
H 1.494354 -1.011302 -0.109156 -1.52 2.83 0.74 -0.061
H 2.116354 -3.064302 3.032844 -6.29 7.75 6.49 -0.104
C 2.986354 3.376698 -2.971156 2.60 -0.61 1.97 -0.165
C 2.777354 2.095698 -2.134156 -1.21 -3.22 -2.37 -0.191
O 1.359354 1.785698 -2.009156 2.17 3.23 -5.43 -0.051
O 4.430354 3.633698 -3.174156 -0.09 -0.78 -1.07 -0.119
H 2.885354 4.223698 -2.288156 -2.07 -0.02 -0.55 0.129
H 2.523354 3.251698 -3.921156 -0.91 0.64 -0.51 0.099
H 3.238354 2.140698 -1.233156 1.01 1.06 3.18 0.058
H 3.264354 1.058698 -2.433156 -0.45 2.16 -0.82 0.153
H 1.173354 1.381698 -1.240156 -1.01 -2.23 4.61 -0.042
H 4.512354 4.122698 -4.012156 -0.03 -0.35 0.61 0.072
C -0.654646 4.654698 0.930844 -6.72 -0.02 4.34 -0.196
C -1.417646 4.572698 -0.269156 -2.81 -3.12 -1.18 -0.235
O -1.003646 3.345698 -0.917156 -0.50 0.52 0.13 -0.085
O -1.081646 3.633698 1.902844 -1.22 10.24 2.98 0.010
H -0.823646 5.612698 1.358844 0.13 0.82 0.92 0.121
H 0.243354 4.486698 0.720844 7.93 -1.00 -1.56 0.051
H -1.174646 5.293698 -0.965156 0.39 2.05 -1.35 0.087
H -2.549646 4.575698 -0.055156 1.48 -0.02 -0.32 0.154
H -0.930646 2.701698 -0.184156 -0.25 -0.24 -0.90 0.023
H -0.941646 2.855698 1.593844 1.72 -7.82 -2.96 -0.107
```
Forces are in eV/Å.

Properties
Net charge ... -1
2S+1 ... 1

---

HOMO energy values (in eV) by entry order: -9.18, -8.93, -5.70.
Energy relative to the best compared isomer or geometry (same formula, charge and spin) values (in kcal/mol) by entry order: 5.3, 77.4, 0.0.